A molecular structure, C2H4F3N at a distorted geometry, computed with ωB97M-V with the def2-TZVPD basis set.

CARTESIAN COORDINATES (ANGSTROEM)
1 C 0.37 -0.13 -0.63
2 C -0.92 -0.40 0.14
3 N -2.20 -0.15 -0.39
4 F -0.90 -2.16 0.22
5 F -3.19 -0.25 0.54
6 F -2.31 1.24 -0.67
7 H 0.33 0.79 -1.15
8 H 1.25 -0.05 -0.07
9 H 0.30 -0.95 -1.37
10 H -1.00 -0.39 1.20

Summary:
Kohn-Sham gap = 11.2 eV
E_LUMO = -0.2 eV
multiplicity = 1
HOMO energy = -0.4189 Ha
DFT total energy = -11775.968 eV
energy relative to the best compared isomer or geometry (same formula, charge and spin) = 569.33 kJ/mol
charge = 0